1.
DFT (the ωB97M-V functional and the def2-TZVPD basis) results for a structure of composition C27H38N7ORuS3Sb.

Last column: Löwdin spin population.
CARTESIAN COORDINATES (ANGSTROEM)
Ru (0.28263, -0.00688, -0.32925)  0.13
C (2.19571, 1.08221, -2.87795)  0.01
C (1.63036, 1.72650, -1.64583)  0.04
N (0.30742, 1.77729, -1.53518)  0.20
N (-0.31676, 2.82388, -1.05880)  0.18
C (-1.37967, 2.63014, -0.30445)  0.05
S (-1.77836, 1.15123, 0.39090)  0.32
S (-2.41541, 4.02945, 0.02237)  0.00
C (-3.27955, 4.14222, -1.60031)  0.00
C (-2.40609, 4.58084, -2.73726)  0.00
C (-1.86957, 3.64480, -3.61338)  0.00
C (-1.05347, 4.04582, -4.66145)  0.00
C (-0.76758, 5.39056, -4.84216)  0.00
C (-1.30023, 6.33184, -3.97047)  0.00
C (-2.11379, 5.92801, -2.92423)  0.00
C (2.45320, 2.43305, -0.70883)  0.01
C (3.56087, 3.21181, -1.08465)  0.00
C (4.21571, 3.96860, -0.14608)  0.00
C (3.77440, 3.94044, 1.18759)  0.00
C (2.73105, 3.13748, 1.58415)  0.00
C (2.07545, 2.31370, 0.64745)  0.00
O (1.23730, 1.38693, 1.04305)  0.01
H (1.42731, 0.51041, -3.39505)  0.00
H (2.54075, 1.87059, -3.55431)  0.00
H (3.05000, 0.45042, -2.64320)  0.00
H (-3.72815, 3.16789, -1.78787)  0.00
H (-4.07067, 4.86330, -1.39830)  0.00
H (-2.09879, 2.59320, -3.47680)  0.00
H (-0.64647, 3.30898, -5.34253)  0.00
H (-0.13726, 5.70753, -5.66242)  0.00
H (-1.08429, 7.38285, -4.10940)  0.00
H (-2.52304, 6.66455, -2.24260)  0.00
H (3.85775, 3.25804, -2.12486)  0.00
H (5.04708, 4.59540, -0.43527)  0.00
H (4.27943, 4.55184, 1.92456)  0.00
H (2.41136, 3.09869, 2.61784)  0.00
C (4.58999, -2.40686, 3.51924)  0.00
C (3.12951, -2.51974, 3.29552)  0.00
N (2.31743, -3.30303, 3.93319)  0.00
N (1.10215, -3.04196, 3.38795)  0.00
C (1.13173, -2.10112, 2.43345)  0.00
S (-0.24209, -1.51338, 1.62443)  0.01
N (2.43804, -1.77176, 2.36630)  0.00
N (2.99826, -0.90215, 1.42844)  0.00
H (4.86791, -3.08137, 4.32404)  0.00
H (4.85874, -1.38854, 3.80565)  0.00
H (5.15306, -2.67717, 2.62450)  0.00
H (0.27449, -3.48489, 3.75119)  0.00
H (2.45398, -0.02505, 1.41072)  0.00
H (3.94753, -0.70279, 1.72523)  0.00
C (-2.70891, -3.34949, -3.58889)  0.00
C (-3.23143, -2.28306, -2.61519)  0.00
C (-4.07953, -1.24004, -3.35811)  0.00
C (-4.03316, -2.93157, -1.48058)  0.00
C (-2.06991, -1.58850, -2.03380)  0.00
N (-1.16033, -1.04768, -1.59623)  0.01
H (-3.55917, -3.88494, -4.01025)  0.00
H (-2.06700, -4.06798, -3.07826)  0.00
H (-2.14841, -2.89708, -4.40731)  0.00
H (-4.91663, -1.74443, -3.83979)  0.00
H (-3.49462, -0.73089, -4.12414)  0.00
H (-4.47429, -0.49447, -2.66779)  0.00
H (-4.90816, -3.42015, -1.90804)  0.00
H (-4.36904, -2.18778, -0.75829)  0.00
H (-3.43837, -3.68031, -0.95731)  0.00
C (3.92424, -2.35880, -1.52315)  0.00
Sb (1.81807, -2.05830, -1.36525)  0.00
C (1.29816, -2.70414, -3.33524)  0.00
C (1.41939, -3.89985, -0.36195)  0.00
H (4.09140, -3.38343, -1.85221)  0.00
H (4.39253, -2.20215, -0.55378)  0.00
H (4.36346, -1.67458, -2.24715)  0.00
H (1.42695, -3.78352, -3.39011)  0.00
H (1.94896, -2.22795, -4.06709)  0.00
H (0.26542, -2.44656, -3.55561)  0.00
H (1.58826, -4.71261, -1.06697)  0.00
H (0.39453, -3.92865, 0.00079)  0.00
H (2.10159, -4.01411, 0.48056)  0.00

HOMO level (spin up / spin down): -0.3763 / -0.3740 Ha
2S+1: 2
charge: +1
expectation value of S²: 0.770
E_LUMO (spin up / spin down): -2.860 / -4.716 eV


2.
DFT (the ωB97M-V functional and the def2-TZVPD basis) results for a structure of composition C27H39As2BF6N6RbS7.

Last column: Löwdin spin population.
CARTESIAN COORDINATES (ANGSTROEM)
Rb (-4.46642, 0.42391, 1.81908)  0.01
C (-0.72792, 3.34637, 3.30930)  0.00
C (-0.31593, 2.03202, 2.73609)  0.00
C (0.47585, 1.18101, 3.42517)  0.00
C (0.78499, -0.09151, 2.88065)  0.00
N (0.34550, -0.44178, 1.71713)  0.00
N (-0.44106, 0.38974, 1.00544)  0.00
B (-0.85660, -0.21739, -0.35138)  0.00
N (-0.14216, -1.56148, -0.55534)  0.00
N (1.00416, -1.47312, -1.23883)  0.00
C (1.71800, -2.53687, -1.42254)  0.00
C (1.29790, -3.79652, -0.90982)  0.00
C (0.14469, -3.89839, -0.20953)  0.00
C (-0.33403, -5.19033, 0.36359)  0.00
C (-0.63717, -2.70211, 0.01523)  0.00
S (-2.01222, -2.68882, 0.95710)  0.00
C (3.02016, -2.38479, -2.19188)  0.00
C (3.23581, -0.92974, -2.60434)  0.00
C (4.18368, -2.83100, -1.29666)  0.00
C (2.96889, -3.26467, -3.44754)  0.00
N (-0.62884, 0.75875, -1.56739)  0.00
N (0.35325, 1.54365, -1.96382)  0.00
C (0.04911, 2.38470, -2.92119)  0.00
C (-1.24223, 2.42259, -3.51216)  0.00
C (-2.25263, 1.60247, -3.09457)  0.00
C (-3.64435, 1.57815, -3.61469)  0.00
C (-1.87671, 0.76806, -2.02302)  0.00
S (-2.68168, -0.34842, -0.99388)  0.00
C (1.13078, 3.35938, -3.36108)  0.00
C (2.41701, 3.13565, -2.56781)  0.00
C (1.42116, 3.15951, -4.85407)  0.00
C (0.63308, 4.78951, -3.11269)  0.00
C (-0.81776, 1.63191, 1.43919)  0.00
S (-1.82786, 2.63611, 0.55690)  0.00
C (1.61020, -1.15214, 3.60742)  0.00
C (2.76514, -1.59336, 2.70152)  0.00
C (0.69991, -2.35118, 3.90190)  0.00
C (2.16958, -0.62107, 4.92685)  0.00
H (-0.21390, 3.52248, 4.25431)  0.00
H (-1.80470, 3.33903, 3.48827)  0.00
H (-0.52906, 4.15661, 2.60770)  0.00
H (0.83157, 1.46000, 4.40586)  0.00
H (1.90831, -4.67751, -1.07253)  0.00
H (0.34978, -6.00193, 0.11237)  0.00
H (-1.33472, -5.41581, -0.00838)  0.00
H (-0.43038, -5.10700, 1.44719)  0.00
H (3.27170, -0.27600, -1.73283)  0.00
H (2.42077, -0.57335, -3.23486)  0.00
H (4.17651, -0.84480, -3.15492)  0.00
H (4.22158, -2.22658, -0.38837)  0.00
H (5.13158, -2.71572, -1.82811)  0.00
H (4.08852, -3.87816, -1.00246)  0.00
H (2.14700, -2.95750, -4.09682)  0.00
H (2.82611, -4.31769, -3.19683)  0.00
H (3.90289, -3.17518, -4.00781)  0.00
H (-1.43773, 3.13702, -4.30322)  0.00
H (-3.76429, 2.24666, -4.46667)  0.00
H (-4.33818, 1.86971, -2.81143)  0.00
H (-3.92478, 0.56163, -3.90155)  0.00
H (2.80060, 2.12573, -2.71448)  0.00
H (2.24610, 3.26907, -1.49998)  0.00
H (3.17190, 3.85325, -2.89922)  0.00
H (1.77514, 2.14396, -5.04382)  0.00
H (2.19395, 3.85939, -5.18108)  0.00
H (0.53330, 3.32975, -5.46544)  0.00
H (0.40084, 4.93430, -2.05643)  0.00
H (-0.26726, 5.01218, -3.68746)  0.00
H (1.40456, 5.50742, -3.40214)  0.00
H (2.37617, -1.97983, 1.75833)  0.00
H (3.34800, -2.37903, 3.19062)  0.00
H (3.43245, -0.75602, 2.47943)  0.00
H (0.29286, -2.75895, 2.97656)  0.00
H (-0.14491, -2.05641, 4.52686)  0.00
H (1.26730, -3.13014, 4.42080)  0.00
H (2.83089, 0.23602, 4.77260)  0.00
H (2.74976, -1.40854, 5.41342)  0.00
H (1.36766, -0.32699, 5.60636)  0.00
S (-8.51575, 1.29853, 1.01910)  0.51
As (-7.08272, 0.93393, -0.58442)  -0.01
S (-5.54776, 2.42684, -0.66140)  0.00
S (-6.27410, -1.04075, -0.56389)  0.00
S (-8.75192, 1.25481, -1.92615)  0.50
F (-2.26141, -0.15156, 3.40235)  0.00
As (-2.94732, 0.06077, 5.00027)  0.00
F (-2.42344, -1.53299, 5.43292)  0.00
F (-1.43445, 0.71526, 5.56378)  0.00
F (-3.64430, 0.29023, 6.56423)  0.00
F (-3.46574, 1.65170, 4.50636)  0.00
F (-4.45220, -0.57668, 4.39473)  0.00

HOMO level (spin up / spin down): -0.0629 / -0.0610 Ha
2S+1: 2
charge: -2
expectation value of S²: 0.758
E_LUMO (spin up / spin down): 3.286 / 3.286 eV


3.
DFT (the ωB97M-V functional and the def2-TZVPD basis) results for a structure of composition C27H39BN11S3Zr.

Last column: Löwdin charge in e.
CARTESIAN COORDINATES (ANGSTROEM)
Zr (-0.36510, -0.16162, 0.93068)  1.17
C (1.97290, 5.48031, -0.67804)  -0.02
C (1.85788, 4.07141, -0.09939)  -0.53
C (3.12999, 3.77220, 0.70144)  -0.03
C (0.56222, 3.98324, 0.72319)  -0.02
N (1.72134, 3.07801, -1.18478)  0.02
C (1.54350, 3.36549, -2.50651)  0.02
C (1.30158, 2.19677, -3.14850)  0.00
N (1.33996, 1.18105, -2.23277)  0.04
B (1.09982, -0.28083, -2.68145)  -0.54
N (-0.41906, -0.54339, -2.81245)  0.02
C (-0.88517, -1.37731, -3.79077)  0.00
C (-2.24110, -1.33957, -3.77573)  0.02
N (-2.62092, -0.47531, -2.78957)  0.02
C (-1.49885, -0.01229, -2.20356)  -0.62
S (-1.44911, 1.13078, -0.88770)  0.75
C (-4.01916, -0.11996, -2.44602)  -0.53
C (-4.97925, -0.93607, -3.30689)  -0.02
C (-4.21287, 1.36649, -2.74056)  -0.01
C (-4.22567, -0.47200, -0.96625)  -0.05
N (1.78307, -1.24874, -1.68258)  0.02
C (3.14722, -1.34887, -1.66461)  -0.01
C (3.50665, -2.14184, -0.62376)  0.02
N (2.35738, -2.53819, 0.00600)  0.01
C (1.31423, -1.98654, -0.66069)  -0.67
S (-0.36907, -2.28430, -0.35052)  0.75
C (2.28464, -3.39119, 1.21352)  -0.52
C (1.64512, -4.72441, 0.81945)  -0.01
C (1.44006, -2.63711, 2.27077)  -0.05
C (3.69637, -3.63108, 1.74592)  -0.02
C (1.59805, 1.74465, -1.03924)  -0.62
S (1.86453, 0.85246, 0.43116)  0.74
H (1.99386, 6.18801, 0.14718)  0.11
H (1.12331, 5.74027, -1.30353)  0.09
H (2.89429, 5.60688, -1.24201)  0.11
H (3.41071, 4.64738, 1.28206)  0.10
H (3.95459, 3.55313, 0.02425)  0.11
H (3.02313, 2.93128, 1.38171)  0.02
H (0.67332, 4.55185, 1.64184)  0.11
H (0.28780, 2.94345, 0.96660)  0.01
H (-0.25837, 4.41613, 0.15369)  0.10
H (1.62211, 4.35423, -2.90819)  0.14
H (1.12173, 2.01061, -4.18565)  0.14
H (1.58534, -0.42993, -3.74479)  0.14
H (-0.21959, -1.93030, -4.42226)  0.15
H (-2.93436, -1.87286, -4.39025)  0.14
H (-4.84948, -0.71722, -4.36286)  0.10
H (-6.00002, -0.66712, -3.05201)  0.11
H (-4.87148, -2.00458, -3.14003)  0.10
H (-4.04568, 1.56439, -3.79638)  0.11
H (-3.53173, 1.98649, -2.16471)  0.04
H (-5.22937, 1.66296, -2.50175)  0.11
H (-3.70630, -1.40852, -0.75180)  0.07
H (-5.28453, -0.60753, -0.77127)  0.10
H (-3.85879, 0.31144, -0.30367)  0.04
H (3.75589, -0.85769, -2.39568)  0.15
H (4.48644, -2.43351, -0.30622)  0.14
H (0.66550, -4.58139, 0.37031)  0.04
H (1.53324, -5.36778, 1.68673)  0.11
H (2.28038, -5.24542, 0.10776)  0.11
H (0.37140, -2.85676, 2.14958)  0.04
H (1.63467, -1.54760, 2.20685)  0.06
H (1.73853, -2.97566, 3.26232)  0.11
H (4.28603, -4.19933, 1.03211)  0.10
H (3.64298, -4.22772, 2.65177)  0.11
H (4.20797, -2.69881, 1.97635)  0.10
N (-3.17265, -2.61967, 3.24539)  0.11
C (-2.99054, -2.12277, 2.01857)  -0.08
N (-2.06325, -1.17020, 2.06484)  -0.03
C (-1.71569, -1.13318, 3.39818)  -0.31
N (-2.38504, -2.00813, 4.10962)  0.18
C (-0.76146, -0.17610, 3.92665)  -0.17
C (-0.57310, 0.00843, 5.30660)  0.00
N (0.25011, 0.92471, 5.76256)  0.15
C (0.90346, 1.67535, 4.89644)  -0.03
C (0.75071, 1.49532, 3.51908)  -0.07
N (-0.07699, 0.56521, 3.02618)  -0.06
H (-3.81654, -3.33571, 3.57190)  0.20
H (-3.51953, -2.44401, 1.14022)  0.14
H (-1.10490, -0.59154, 6.03223)  0.14
H (1.57106, 2.42728, 5.29914)  0.14
H (1.31966, 2.09398, 2.81457)  0.07

HOMO level: -0.6149 Ha
charge: +3
E_LUMO: -9.908 eV


Which max |F| belongs to each record? In order, 0.0396; 0.0095; 0.0502 hartree/bohr.
Which E belongs to each record? In order, -82712.1935; -252744.8449; -79468.4915 eV.